Record 1
ORCA calculation (ωB97M-V with the def2-TZVPD basis set) on a molecular structure, C51H44BiCl2N5O7S2Te.

Summary:
**E_tot**: -135232.7959 eV
**Max |F|**: 0.61 eV/Å
**HOMO energy**: -7.63 eV
**HOMO-LUMO gap**: 6.2 eV
**ΔE to the lowest compared entry with this formula, charge and spin**: 0.0 kJ/mol

Structure (ORCA input):
```
! wB97M-V def2-TZVPD RIJCOSX def2/J DEFGRID3
* xyz 0 1
N -0.9175 -4.5611 -3.5521
H 0.4492 -0.9370 -4.5383
N 1.9210 2.5878 -0.2038
H 0.3288 -2.7209 3.5085
H -2.9591 0.0594 -3.6797
C 5.3656 2.6812 -2.4537
O -2.1101 -8.0516 -3.9476
H 0.1530 1.8641 2.9450
N 0.3262 -0.5968 -1.2204
H -0.9529 1.4094 5.1082
O -0.5113 1.4779 0.6182
H 1.2790 5.8308 0.1947
H 4.8329 -2.0420 -0.6680
C -0.0641 4.4728 4.3705
C -0.9215 -4.2585 2.6754
C -2.4682 0.9611 -3.3366
H -2.3377 -5.5623 1.7123
C -0.9305 -2.4938 -1.8692
H -1.4667 1.3182 -5.1989
H -2.0032 3.5462 4.5171
H -1.6352 -4.4471 -7.2342
C -1.9957 5.1560 3.1059
C 1.8130 4.9544 -0.1347
C -2.5645 -2.1883 1.8463
C -0.4741 -1.6256 -0.9149
H -0.6998 -1.7745 0.1286
O 3.0042 0.2876 -1.0062
H -5.2152 1.8826 4.5719
H 4.5897 -3.8993 1.7917
H 1.1737 -4.4868 0.2734
N 0.1835 -0.2590 3.2930
C -2.0777 -4.5394 1.9528
C -1.9280 0.5987 2.4021
H -3.3063 0.0525 3.9350
H 2.7682 -4.8272 0.9515
Cl 5.5877 5.3590 -2.5195
C 2.9675 5.0541 -0.8584
H 1.7309 5.5966 4.0052
C 3.6144 1.3997 -1.3414
C 2.2380 -4.5579 0.0371
C -2.4843 3.1856 -0.2934
S 2.6861 -2.8766 -0.3897
Cl 5.4831 -0.0141 -2.6518
H 6.2702 2.6672 -3.0455
H 1.2200 0.5329 -2.6989
H -4.5930 3.1438 1.2826
H -0.7727 4.2094 -2.1111
H 0.3905 3.5545 0.7458
O 2.1495 -2.0069 0.7616
C -0.9085 -3.3846 -4.1545
C -1.6267 1.6656 -4.1858
H 0.6616 7.1174 2.3795
C 0.0800 6.3310 2.8434
C -3.8595 2.4170 1.6151
C -1.4479 -4.4473 -6.1654
H -3.7955 -3.7134 0.9715
C -1.2253 3.2875 -2.4560
C 0.5945 -0.3261 -2.5002
C -1.4095 4.3199 4.0451
C -2.0774 2.5891 -1.6081
H 3.3781 6.0222 -1.1123
H -3.0367 5.0215 2.8436
C -1.6693 1.4138 1.2872
O -1.4853 -6.7590 -1.9643
C 0.1347 1.4002 5.0469
C -1.3928 -1.8967 2.5479
H -0.3262 3.3626 -4.3997
C -0.5592 -2.2928 -3.1984
C -3.1322 0.7169 3.0929
C 1.3074 3.6849 0.1834
H 0.5124 0.6419 5.7335
H -1.1772 -2.3025 -6.0157
C -0.5800 -2.9503 2.9689
C 3.6372 3.8914 -1.2924
H -1.5139 -3.3653 -1.6033
O -2.7176 4.3747 -0.2232
C -2.6808 2.2984 0.8925
C 4.7637 1.4584 -2.0996
H 4.4859 -2.1422 1.8486
H -0.2807 -5.0671 3.0030
H 5.9889 -2.9263 1.3436
H -5.9987 2.5823 3.1548
C -4.1130 1.6333 2.7346
C -1.2552 6.1652 2.5067
C 0.5761 1.1087 3.6164
S -1.1417 -7.1946 -3.3100
N -1.4718 -5.6325 -5.5698
O 0.2529 -7.5668 -3.4717
C 0.6826 5.4755 3.7591
H -3.2069 -1.3842 1.5093
H 1.6661 1.1742 3.5598
C 4.4690 -2.9369 -0.1620
C -5.4023 1.7409 3.5063
C -1.1682 -3.2549 -5.5031
H -3.3327 0.8654 -1.3697
C -2.8994 -3.5019 1.5398
Te 0.8567 3.2543 5.8131
H 2.2461 -6.5254 -0.8297
C 4.9018 -2.9815 1.2945
C -2.6808 1.4139 -2.0404
H -1.7176 6.8132 1.7738
C 4.8230 3.8689 -2.0662
C -0.9880 2.8177 -3.7383
C 2.4928 -5.5073 -1.1268
H 4.7988 -3.8100 -0.7277
C 3.0636 2.6570 -0.9434
H 1.8543 -5.2752 -1.9761
C 0.1574 -1.1528 -3.5192
C -1.2154 -5.6451 -4.2583
H 3.5369 -5.4949 -1.4485
Bi 1.4125 0.3750 0.5552
C -0.9723 -0.4771 2.8050
H -6.0059 0.8378 3.3986
*
```


Record 2
ORCA calculation (ωB97M-V with the def2-TZVPD basis set) on 11 unconnected molecules or ions with the total composition C27H17Br2Cl40NO4.

Summary:
**E_tot**: -678933.1414 eV
**Max |F|**: 0.89 eV/Å
**HOMO energy**: -9.09 eV
**Structure (SMILES)**: C/C(Br)=C(\Br)C1=C(CCCNCc2ccccc2O)C(=O)OC1=O.ClC(Cl)(Cl)Cl.ClC(Cl)(Cl)Cl.ClC(Cl)(Cl)Cl.ClC(Cl)(Cl)Cl.ClC(Cl)(Cl)Cl.ClC(Cl)(Cl)Cl.ClC(Cl)(Cl)Cl.ClC(Cl)(Cl)Cl.ClC(Cl)(Cl)Cl.ClC(Cl)(Cl)Cl
**HOMO-LUMO gap**: 8.2 eV

Structure (ORCA input):
```
! wB97M-V def2-TZVPD RIJCOSX def2/J DEFGRID3
* xyz 0 1
Cl 4.0622 0.2669 -7.4614
Cl -0.9764 1.4685 5.8524
Cl -3.8971 -8.3415 -2.4248
C -3.1349 -9.4247 -1.2594
H 0.7144 0.4541 0.0569
Cl -1.9269 -2.5192 1.5606
C 0.2587 -0.1569 -1.8903
Cl -2.5606 -8.4921 0.1260
C 3.7118 0.4427 1.7596
Cl 6.4575 -5.1725 2.6648
H -2.6797 4.1901 -1.1053
H 5.1060 3.4912 2.0700
C 3.7460 0.8127 -0.7435
Cl -2.0918 3.0370 8.0066
C -0.5965 2.4839 7.2486
C -8.4327 -2.8187 3.1449
Cl 5.8105 8.1639 0.6687
H -0.5532 -0.7511 -0.0619
Cl -4.3125 -10.6251 -0.7154
Cl 4.2371 1.6343 -4.9271
Br 0.5848 3.0834 -0.6701
Cl -3.1172 -1.9667 -1.0038
Cl -8.8799 2.1471 -2.9997
Cl -2.5415 -4.7932 -2.5816
Cl -9.5556 -1.6718 2.4108
C -3.2639 -1.7034 0.7339
O 1.8440 -1.5748 -3.1237
C -1.2344 2.6609 -0.9680
C 4.1213 1.4918 -1.8918
C 5.4763 2.9099 -0.5364
Cl 7.2264 -2.6411 3.8135
C -0.8798 -5.3420 -2.3401
Cl -7.6012 -3.7209 1.8685
Cl -6.4333 0.6956 -2.5306
O 0.6075 -0.0818 -4.2227
Cl -7.7298 0.5406 -5.1012
Cl 2.0310 2.1653 -6.6958
Cl -4.6386 0.4417 3.8763
H -1.7845 4.2351 0.3920
H 3.0666 -0.0171 -0.8600
Cl -1.7682 -10.2446 -2.0205
C 2.1254 -1.3959 1.2636
N 2.3196 0.0144 1.6456
Cl -3.2103 0.0265 1.1090
Cl 3.0809 8.0417 -0.2584
Cl 0.2325 -4.0175 -2.6827
C 4.1904 1.1691 0.5218
Cl 4.4377 -3.3613 3.6395
O 5.5424 2.6629 1.8436
Cl 4.6805 3.0849 -7.3861
Cl -9.3226 -3.9452 4.1716
Cl -6.4332 2.9824 -4.2813
H -3.0553 3.0003 0.1390
C 1.0114 -0.7245 -3.0598
H 4.3906 -0.3650 2.0564
C -2.2442 3.5587 -0.3242
C 5.0076 2.5545 -1.7925
C -7.3715 1.5936 -3.7317
H 3.7661 1.1735 2.5697
Cl -6.6487 2.2530 4.8831
H 3.1014 -1.8802 1.1793
Cl 0.3444 1.5484 8.4138
Cl 5.2540 7.8997 -2.1498
H 3.6825 1.1486 -2.8244
Cl -0.6795 -5.8599 -0.6606
C 0.4376 -0.4788 -0.4367
C -4.9797 1.7054 5.0605
Cl 5.9217 -2.7221 1.2441
C 5.0705 2.2443 0.6110
Br -3.3571 1.2157 -2.0796
Cl -4.8001 -2.3689 1.2966
C -1.5377 1.6244 -1.7478
Cl -0.5362 -6.6957 -3.4189
C -0.4240 0.7708 -3.9018
Cl -7.2463 -1.9436 4.1128
Cl -4.7372 1.0611 6.6882
C -0.5860 0.7365 -2.4200
C 1.4139 -1.6038 -0.0962
H 0.8567 -2.5429 -0.0403
Cl 4.7576 5.6854 -0.3757
Cl 0.3437 3.8818 6.7172
Cl -3.8831 3.0627 4.7849
H 1.8659 0.1319 2.5391
C 4.7242 7.4512 -0.5280
H 1.6119 -1.9252 2.0705
C 3.7525 1.7879 -6.6229
C 6.0122 -3.4738 2.8414
H 6.1862 3.7204 -0.4654
O -1.0276 1.4251 -4.6945
H 2.1630 -1.7632 -0.8646
H 5.3233 3.0930 -2.6769
*
```


Record 3
ORCA calculation (ωB97M-V with the def2-TZVPD basis set) on a molecular structure, C27H54HgN3O3 at a distorted geometry.

Summary:
**E_tot**: -43657.9986 eV
**Max |F|**: 1.85 eV/Å
**HOMO energy**: -3.29 eV
**HOMO-LUMO gap**: 6.1 eV
**ΔE to the lowest compared entry with this formula, charge and spin**: 0.0 kJ/mol

Structure (ORCA input):
```
! wB97M-V def2-TZVPD RIJCOSX def2/J DEFGRID3
* xyz -1 1
C 2.0761 -4.4278 1.4491
H -2.0252 -4.3193 2.6611
H -3.2730 3.9734 0.8153
C -0.9652 1.9209 3.1426
H -1.7994 0.6875 -5.2277
C -3.0182 3.0455 1.3465
C 1.4975 -3.0299 1.6476
H 2.9156 1.6973 -6.0229
O 0.7429 -2.8931 -0.5985
C 2.6167 -2.0259 1.4087
H -2.0263 -5.2001 0.3383
O 0.3417 1.3014 1.2738
C -0.8981 3.7670 0.3031
H -1.2540 1.2583 -0.9963
H 2.4179 2.7816 -4.7977
H -0.7563 4.4444 1.1538
H 3.1249 2.0131 -1.4594
C -0.9467 -3.4467 1.0072
H 2.3896 -0.8905 -1.1551
H 3.8824 -0.1884 -1.8239
C -2.0561 -2.5983 0.3454
H -0.5363 -5.5937 1.0460
H 0.2632 3.0824 -3.8298
C -0.1411 -3.7809 3.4369
H 3.2148 -2.3363 0.5562
H -2.4113 2.4649 4.6840
C 3.0126 0.8604 -4.0121
H 1.0335 2.7947 3.3593
H 2.8799 -4.6272 2.1662
H -3.0342 1.4307 3.4373
H 1.3227 -5.1973 1.6028
H -1.8326 -2.6269 2.8580
C -2.9331 3.4465 2.8063
H 0.4439 2.0649 -5.9023
H -0.2447 3.9808 3.2481
C 2.1250 1.7893 -1.8497
H -0.7673 2.2847 -2.5700
H 0.9494 0.4417 -6.1199
C 2.1532 0.5825 -2.7870
C -0.6241 0.6352 3.8587
H -2.5514 2.3904 -1.1905
C -2.0872 1.7205 -0.4617
C 0.0743 0.9284 -4.1220
H 2.2632 -1.0062 1.2238
H -3.9286 3.7126 3.1858
C -1.0734 0.0839 -4.6695
N 0.8452 0.1103 -3.2073
C -1.2989 -3.5109 2.4918
C 2.8796 -0.5627 -2.0573
N 0.3547 -2.7816 0.7372
H -0.3442 0.7857 4.9107
H 3.4295 -0.0146 -4.5138
H -2.7684 0.8989 -0.2172
H -1.3489 2.5399 -4.1784
C 2.3452 1.7264 -5.0874
C -0.4467 2.2875 -3.6047
H -1.3635 -0.1681 3.8195
H 0.7828 -1.8420 3.3092
C 1.0245 -2.8772 3.0807
O 0.0165 -0.4200 -2.2220
H -2.3434 4.3577 2.9369
H -0.8076 -0.7369 -5.3396
H 0.0916 3.5177 -0.0821
H -3.0136 -2.8928 0.7805
Hg 0.1033 -0.5057 0.0095
C 0.9284 1.2301 -5.3680
H 0.2950 0.1897 3.4746
H 2.9647 -1.4057 -2.7426
H 3.2047 -1.8934 2.3219
H 1.4836 1.6039 -0.9851
H -0.0419 3.0126 4.7570
C 0.0084 3.0078 3.6678
N -0.9315 1.7164 1.7146
H 0.2257 -4.8075 3.3089
H -2.0598 -2.7721 -0.7304
H -0.5547 -4.8615 -0.5988
H -1.6268 -0.3972 -3.8565
C -0.9901 -4.8369 0.3964
C -2.3721 2.2910 3.6057
H -0.3738 -3.6898 4.4994
H -1.9030 -1.5350 0.5560
H 1.8065 2.7212 -2.3211
H -3.8870 2.4252 1.1122
H 3.8766 1.4463 -3.6645
H -1.4251 4.3608 -0.4487
C -1.6842 2.5276 0.7731
H 1.8695 -3.1027 3.7470
H 2.4919 -4.5388 0.4487
*
```


Record 4
ORCA calculation (ωB97M-V with the def2-TZVPD basis set) on C3HI2NS in the gas phase at a distorted geometry.

Summary:
**E_tot**: -31648.1761 eV
**Max |F|**: 2.71 eV/Å
**HOMO energy (alpha / beta)**: -8.05 / -8.05 eV
**HOMO-LUMO gap (alpha / beta)**: 6.9 / 6.9 eV
**ΔE to the lowest compared entry with this formula, charge and spin**: 175.0 kJ/mol

Structure (ORCA input):
```
! wB97M-V def2-TZVPD RIJCOSX def2/J DEFGRID3
* xyz 0 1
C -1.3920 -1.4294 -0.7419
C -0.6645 0.7283 0.0710
N -0.8975 -0.4487 -0.3060
C 1.9540 0.3808 -0.1419
H -1.6687 1.1367 0.3828
I -2.0276 -3.0230 0.2927
I 3.8470 1.0861 0.2578
S 0.8493 1.5693 0.1854
*
```